Entry 1:
A cluster of 2 separate species, C14H19Br2N2O2 in total. Source: the OMol25 dataset; level of theory: ωB97M-V/def2-TZVPD.

Values from the calculation:
- highest occupied orbital energy (Eh) = -0.4354
- F_max (hartree/bohr) = 0.0048
- frontier orbital gap (eV) = 8.422

The geometry in ORCA input format:
```
! RIJCOSX wB97M-V def2-TZVPD def2/J DEFGRID3
* xyz 1 1
C -1.56 1.43 -0.71
C -1.27 1.18 0.74
Br -2.83 0.81 1.76
C -0.08 1.14 1.34
Br 1.47 1.36 0.27
C 0.15 0.84 2.80
C 0.31 -0.68 2.98
C 0.80 -1.06 4.38
N 0.59 0.10 5.32
C 1.39 1.33 4.93
C 1.33 1.57 3.42
H -2.53 1.91 -0.82
H -0.79 2.07 -1.15
H -1.59 0.49 -1.26
H -0.76 1.18 3.30
H 1.03 -1.05 2.25
H -0.64 -1.17 2.77
H 1.86 -1.28 4.43
H 0.25 -1.90 4.79
H 0.86 -0.18 6.27
H -0.41 0.33 5.37
H 0.98 2.15 5.51
H 2.40 1.14 5.28
H 1.23 2.65 3.25
H 2.27 1.26 2.95
C 0.22 -1.39 -3.21
C 0.33 -0.13 -3.79
C -0.06 0.08 -5.10
C -0.56 -0.99 -5.81
C -0.68 -2.26 -5.27
C -0.28 -2.45 -3.95
N -0.99 -0.78 -7.21
O -0.85 0.33 -7.67
O -1.42 -1.74 -7.81
H 0.53 -1.54 -2.19
H 0.73 0.70 -3.21
H 0.01 1.05 -5.57
H -1.07 -3.07 -5.86
H -0.36 -3.43 -3.51
*
```

Entry 2:
A structure of composition C16H24AgNO19P. Source: the OMol25 dataset; level of theory: ωB97M-V/def2-TZVPD.

Values from the calculation:
- highest occupied orbital energy (spin up / spin down) (Eh) = -0.1329 / -0.1329
- F_max (hartree/bohr) = 0.1035
- frontier orbital gap (spin up / spin down) (eV) = 6.290 / 6.294

The geometry in ORCA input format:
```
! RIJCOSX wB97M-V def2-TZVPD def2/J DEFGRID3
* xyz -2 2
Ag 10.51 4.62 9.83
P 10.39 5.99 7.59
O 10.81 7.38 7.10
O 9.20 5.76 8.48
O 11.67 5.28 8.16
O 10.22 5.61 6.03
N 5.86 16.50 17.73
O 5.05 15.57 17.88
O 6.26 17.14 18.68
O 6.20 16.81 16.52
C 15.09 8.77 4.33
C 14.35 9.87 5.09
C 14.05 9.49 6.51
O 15.26 9.97 7.14
C 15.61 11.11 6.51
O 16.28 11.98 7.00
O 15.14 11.09 5.24
H 14.38 8.18 3.83
H 15.70 8.21 5.05
H 15.86 9.16 3.69
H 13.49 10.16 4.50
H 13.93 8.39 6.63
H 13.19 9.92 6.93
C 6.65 13.90 14.82
C 8.05 14.15 14.41
C 8.40 15.55 13.77
O 9.83 15.57 14.05
C 10.03 14.98 15.21
O 11.04 15.12 15.85
O 9.02 14.19 15.55
H 5.97 13.87 13.97
H 6.17 14.54 15.57
H 6.57 12.85 15.23
H 8.46 13.38 13.74
H 7.94 16.33 14.38
H 8.16 15.74 12.66
C 9.07 8.96 9.35
C 7.96 9.93 9.70
C 8.55 11.11 10.41
O 8.12 12.29 9.73
C 7.62 11.93 8.53
O 7.41 12.76 7.69
O 7.48 10.59 8.46
H 8.67 8.06 8.87
H 9.54 8.72 10.26
H 9.77 9.42 8.64
H 7.09 9.60 10.23
H 9.66 11.17 10.37
H 8.24 11.25 11.44
C 13.53 12.34 17.08
C 14.12 13.48 16.22
C 15.64 13.55 16.16
O 15.89 12.61 15.05
C 14.85 12.66 14.19
O 14.90 12.18 13.08
O 13.80 13.17 14.83
H 14.09 12.17 17.97
H 13.68 11.40 16.46
H 12.47 12.55 17.26
H 13.60 14.43 16.39
H 16.11 13.20 17.08
H 16.07 14.43 15.79
*
```

Entry 3:
A cluster of 11 separate species, C37H104N8O11 in total. Source: the OMol25 dataset; level of theory: ωB97M-V/def2-TZVPD.

Values from the calculation:
- highest occupied orbital energy (Eh) = -0.3188
- energy relative to the best compared isomer or geometry (same formula, charge and spin) (kcal/mol) = 78.6
- F_max (hartree/bohr) = 0.0689
- frontier orbital gap (eV) = 9.087
- structure (SMILES) = COC[C@H](C)N.COC[C@H](C)N.COC[C@H](C)N.COC[C@H](C)N.COC[C@H](C)N.COC[C@H](C)N.COC[C@H](C)N.COC[C@H](C)N.CC(C)O.CO.CO

The geometry in ORCA input format:
```
! RIJCOSX wB97M-V def2-TZVPD def2/J DEFGRID3
* xyz 0 1
C 1.18 0.05 -4.37
O 2.12 0.14 -5.41
C 2.48 -1.15 -5.89
C 3.26 -1.01 -7.20
C 4.45 0.02 -7.11
N 2.47 -0.76 -8.41
H 0.22 0.01 -4.88
H 1.12 0.92 -3.71
H 1.27 -0.78 -3.68
H 3.13 -1.58 -5.13
H 1.61 -1.80 -6.01
H 3.62 -1.99 -7.52
H 4.07 1.04 -7.19
H 5.22 -0.16 -7.85
H 4.98 -0.09 -6.16
H 3.03 -0.33 -9.14
H 1.88 0.05 -8.26
C -0.94 -1.45 1.09
O 0.01 -0.45 1.07
C -0.58 0.81 1.15
C 0.30 2.03 0.62
C -0.56 3.27 0.73
N 0.72 1.79 -0.78
H -1.74 -1.30 0.36
H -1.32 -1.50 2.11
H -0.46 -2.42 1.09
H -1.46 0.90 0.51
H -0.76 0.91 2.22
H 1.17 2.13 1.27
H -0.63 3.56 1.78
H -1.59 3.02 0.52
H -0.19 4.15 0.20
H -0.12 1.81 -1.34
H 1.00 0.83 -0.88
C 4.57 -3.58 -3.09
O 3.78 -3.09 -1.94
C 3.82 -1.60 -1.96
C 3.13 -1.15 -0.65
C 3.50 -1.76 0.72
N 1.69 -1.31 -0.82
H 4.15 -3.43 -4.08
H 4.86 -4.63 -3.04
H 5.52 -3.05 -3.05
H 4.83 -1.17 -1.96
H 3.30 -1.18 -2.82
H 3.36 -0.10 -0.52
H 3.18 -2.80 0.79
H 3.03 -1.33 1.61
H 4.58 -1.66 0.77
H 1.66 -2.32 -0.88
H 1.22 -1.06 0.03
C -8.91 1.28 0.94
O -7.63 1.17 1.52
C -7.24 -0.15 1.82
C -5.77 -0.36 2.28
C -4.81 0.18 1.21
N -5.37 -1.73 2.44
H -9.03 0.92 -0.08
H -9.16 2.34 0.82
H -9.71 0.82 1.51
H -7.91 -0.59 2.56
H -7.35 -0.78 0.94
H -5.62 0.13 3.24
H -4.70 1.26 1.18
H -5.15 -0.22 0.25
H -3.80 -0.21 1.34
H -5.37 -2.21 1.55
H -6.11 -2.27 2.87
C -2.61 2.16 3.80
O -1.41 2.68 4.25
C -0.68 1.82 5.06
C 0.62 2.59 5.55
C 1.60 2.83 4.36
N 1.31 1.82 6.60
H -3.38 2.32 4.56
H -2.66 1.12 3.49
H -2.91 2.68 2.88
H -1.39 1.49 5.82
H -0.42 0.90 4.53
H 0.41 3.57 5.98
H 1.67 1.91 3.78
H 2.63 2.94 4.70
H 1.23 3.65 3.75
H 1.98 2.41 7.08
H 0.57 1.56 7.23
C 0.80 -7.75 -2.89
O 1.19 -6.53 -3.48
C 1.71 -5.58 -2.59
C 0.67 -4.96 -1.65
C -0.23 -3.88 -2.27
N 1.41 -4.39 -0.56
H 1.74 -8.17 -2.52
H 0.44 -8.44 -3.64
H 0.11 -7.74 -2.05
H 2.44 -6.08 -1.95
H 2.12 -4.84 -3.27
H 0.04 -5.74 -1.22
H -0.98 -4.22 -2.99
H 0.39 -3.10 -2.72
H -0.92 -3.55 -1.49
H 2.17 -3.80 -0.84
H 1.90 -5.10 -0.04
C -2.62 -6.10 0.99
O -3.03 -5.90 2.34
C -2.59 -4.67 3.01
C -2.83 -4.79 4.53
C -4.36 -4.75 4.75
N -2.25 -3.69 5.21
H -2.88 -5.33 0.26
H -3.17 -6.98 0.66
H -1.54 -6.23 0.95
H -1.54 -4.44 2.81
H -3.21 -3.87 2.62
H -2.50 -5.77 4.89
H -4.65 -4.82 5.80
H -4.86 -5.61 4.31
H -4.79 -3.79 4.45
H -2.66 -2.78 5.05
H -2.51 -3.76 6.18
C 3.31 9.93 -0.31
O 2.15 9.27 -0.79
C 1.25 8.95 0.32
C 0.11 8.08 -0.22
C -0.87 7.58 0.86
N 0.76 6.93 -0.87
H 3.87 9.30 0.38
H 3.12 10.92 0.10
H 4.02 10.01 -1.13
H 1.82 8.33 1.01
H 1.01 9.87 0.86
H -0.39 8.58 -1.04
H -0.31 6.88 1.48
H -1.67 7.03 0.35
H -1.44 8.27 1.49
H 1.56 7.26 -1.40
H 1.12 6.37 -0.11
C 4.08 2.02 -2.34
C 3.98 3.37 -1.62
C 3.34 4.38 -2.54
O 3.15 3.22 -0.50
H 4.66 1.33 -1.72
H 4.71 2.04 -3.23
H 3.11 1.64 -2.65
H 4.94 3.68 -1.19
H 3.94 4.42 -3.46
H 3.35 5.40 -2.16
H 2.36 4.11 -2.93
H 2.38 2.66 -0.67
C 0.97 -3.09 3.96
O 0.54 -4.07 4.75
H 0.52 -2.10 3.99
H 2.03 -3.04 4.23
H 0.82 -3.50 2.96
H -0.42 -4.01 4.74
C -2.10 -0.04 -2.50
O -1.78 1.28 -2.91
H -2.80 0.01 -1.68
H -2.52 -0.56 -3.37
H -1.27 -0.54 -2.01
H -2.53 1.51 -3.47
*
```

Entry 4:
A structure of composition C18H24HoIN4OS. Source: the OMol25 dataset; level of theory: ωB97M-V/def2-TZVPD.

Values from the calculation:
- highest occupied orbital energy (spin up / spin down) (Eh) = 0.1095 / 0.0516
- F_max (hartree/bohr) = 0.1204
- frontier orbital gap (spin up / spin down) (eV) = 1.309 / 2.781

The geometry in ORCA input format:
```
! RIJCOSX wB97M-V def2-TZVPD def2/J DEFGRID3
* xyz -2 5
C -0.87 2.92 -1.26
I 4.11 2.02 0.24
H -0.09 3.38 -0.65
H -1.80 2.83 -0.67
H -1.11 3.50 -2.16
C 0.16 -2.48 -2.44
C 1.46 -2.30 -2.17
N 1.63 -1.00 -1.67
C 0.34 -0.48 -1.49
N -0.50 -1.34 -2.06
H -0.36 -3.32 -2.86
H 2.30 -2.95 -2.34
C -1.41 0.63 2.54
C -0.42 0.92 0.56
N -1.54 0.51 1.17
H 0.23 1.50 3.73
N 0.42 1.39 1.58
H -2.22 0.35 3.20
Ho 2.13 0.24 0.35
C -0.06 0.80 -0.87
O -0.54 1.65 -1.78
C -0.21 1.16 2.81
C 1.18 2.63 1.48
H 1.98 2.60 2.23
H 0.52 3.51 1.64
H 1.63 2.72 0.47
C -2.78 0.11 0.54
H -3.60 0.39 1.21
H -2.80 -0.98 0.40
H -2.93 0.62 -0.42
C -1.93 -1.12 -2.30
H -2.19 -1.58 -3.26
H -2.15 -0.05 -2.36
H -2.53 -1.59 -1.52
C 2.74 -0.23 -2.24
H 2.43 0.20 -3.22
H 3.59 -0.91 -2.38
H 3.08 0.64 -1.61
S 2.54 -1.61 2.17
C 1.40 -2.75 1.55
C 0.06 -2.75 1.99
C -0.85 -3.65 1.45
C -0.42 -4.63 0.55
C 0.91 -4.66 0.13
C 1.82 -3.72 0.62
H -0.24 -2.02 2.75
H -1.90 -3.61 1.76
H -1.13 -5.38 0.17
H 1.24 -5.39 -0.60
H 2.85 -3.69 0.27
*
```

The highest F_max belongs to which entry?
C18H24HoIN4OS

Which of these has the lowest F_max?
C14H19Br2N2O2

The highest F_max belongs to which entry?
C18H24HoIN4OS